No. 1
ORCA calculation (the ωB97M-V functional and the def2-TZVPD basis) on a cluster of 3 separate species, C17H19N3O7S in total.

Its SMILES is O=C1C[C@@H](C[SH](=O)=O)CN1.O=[N+]([O-])c1ccccc1.O=[N+]([O-])c1ccccc1. The lowest unoccupied orbital energy comes out at -0.041 Ha. As for the energy above the lowest of the compared OMol25 structures with the same formula, charge and spin: 8.898 eV. As for the total charge: 0. The frontier orbital gap is 0.3151 hartree.

Each line ends with the Mulliken charge.
Atoms and positions in Å:
1 O 3.125 -0.400 3.944  -0.510
2 C 2.910 -0.599 2.778  0.417
3 C 1.846 -1.500 2.134  -0.975
4 C 1.171 -0.380 1.247  1.324
5 C -0.030 0.133 2.066  -0.436
6 S -1.462 -0.876 1.722  1.092
7 O -1.592 -1.876 2.750  -0.651
8 O -2.615 -0.039 1.530  -0.629
9 C 2.330 0.635 1.001  -0.764
10 N 3.526 0.058 1.647  -0.486
11 H 1.174 -1.965 2.842  0.429
12 H 2.243 -2.198 1.406  0.349
13 H 0.806 -0.847 0.337  -0.451
14 H -0.288 1.169 1.842  -0.126
15 H 0.170 0.088 3.131  0.512
16 H -1.175 -1.479 0.547  0.093
17 H 2.047 1.577 1.459  0.208
18 H 2.603 0.839 -0.027  0.384
19 H 3.853 -0.680 1.038  0.350
20 C 1.362 -6.067 -2.875  -0.405
21 C 0.158 -5.891 -2.205  -0.533
22 C -0.287 -4.615 -1.902  -0.339
23 C 0.485 -3.532 -2.281  0.264
24 C 1.690 -3.688 -2.942  -0.396
25 C 2.128 -4.967 -3.239  -0.477
26 N 0.008 -2.178 -1.981  1.132
27 O -1.045 -2.070 -1.377  -0.707
28 O 0.685 -1.241 -2.343  -0.611
29 H 1.704 -7.065 -3.114  0.384
30 H -0.435 -6.748 -1.921  0.379
31 H -1.222 -4.475 -1.381  0.462
32 H 2.282 -2.831 -3.227  0.462
33 H 3.066 -5.107 -3.758  0.379
34 C -3.768 5.601 -0.781  -0.418
35 C -2.644 6.404 -0.635  -0.438
36 C -1.518 5.911 -0.001  -0.404
37 C -1.536 4.613 0.476  0.032
38 C -2.648 3.799 0.346  -0.273
39 C -3.771 4.303 -0.288  -0.552
40 N -0.340 4.074 1.130  0.982
41 O 0.622 4.792 1.257  -0.600
42 O -0.391 2.914 1.506  -0.697
43 H -4.645 5.988 -1.282  0.379
44 H -2.646 7.415 -1.019  0.373
45 H -0.642 6.532 0.115  0.456
46 H -2.647 2.787 0.729  0.635
47 H -4.648 3.681 -0.400  0.401

***

No. 2
ORCA calculation (the ωB97M-V functional and the def2-TZVPD basis) on a cluster of 13 separate species, C18H60BN2O15S in total.

The lowest unoccupied orbital energy comes out at -0.099 Ha. As for the total charge: +1. The frontier orbital gap is 0.3189 hartree.

Each line ends with the Mulliken charge.
Atoms and positions in Å:
1 C 7.210 -3.119 -4.626  -1.174
2 C 6.074 -2.937 -5.619  0.441
3 O 5.646 -1.554 -5.748  -0.436
4 N 4.886 -1.186 -4.681  0.489
5 C 5.349 -0.632 -3.574  -0.136
6 N 4.300 -0.421 -2.783  0.005
7 S 4.302 0.279 -1.216  -0.089
8 C 3.162 -0.866 -3.427  -0.899
9 C 3.528 -1.355 -4.638  -0.014
10 B 2.514 -2.000 -5.686  0.761
11 O 1.508 -1.227 -6.157  -0.516
12 O 2.681 -3.315 -5.992  -0.509
13 C 2.319 -4.174 -4.890  -0.551
14 H 6.836 -3.501 -3.682  0.142
15 H 7.685 -2.165 -4.421  0.406
16 H 7.948 -3.812 -5.006  0.348
17 H 6.374 -3.215 -6.619  0.404
18 H 5.206 -3.522 -5.331  -0.105
19 H 6.368 -0.390 -3.358  0.469
20 H 4.137 -0.862 -0.538  0.202
21 H 2.188 -0.820 -2.979  0.804
22 H 0.800 -1.133 -5.507  0.384
23 H 1.416 -3.822 -4.392  0.315
24 H 2.123 -5.158 -5.288  0.239
25 H 3.122 -4.217 -4.163  0.125
26 C 2.316 3.251 0.418  -0.655
27 O 2.020 2.899 -0.938  -0.382
28 H 1.565 3.966 0.740  0.241
29 H 2.277 2.376 1.072  0.316
30 H 3.299 3.719 0.495  0.350
31 H 2.672 2.261 -1.234  0.047
32 C -0.101 -1.284 -0.718  -0.459
33 O 1.232 -0.775 -0.897  -0.361
34 H -0.033 -2.367 -0.657  0.376
35 H -0.531 -0.891 0.201  0.028
36 H -0.740 -1.008 -1.559  0.212
37 H 1.138 0.184 -0.914  0.188
38 C 5.188 -5.104 -2.102  -0.568
39 O 4.986 -5.371 -3.489  -0.465
40 H 4.305 -4.576 -1.747  0.189
41 H 5.296 -6.025 -1.528  0.314
42 H 6.069 -4.478 -1.935  0.232
43 H 5.754 -5.850 -3.814  0.290
44 C -1.455 3.325 -0.654  -0.485
45 O -0.781 4.215 -1.543  -0.572
46 H -2.524 3.452 -0.798  0.346
47 H -1.187 2.284 -0.865  0.074
48 H -1.210 3.557 0.385  0.325
49 H 0.163 4.096 -1.401  0.291
50 C 2.425 6.676 -0.564  -0.397
51 O 3.250 6.884 0.578  -0.521
52 H 1.418 6.481 -0.203  0.151
53 H 2.404 7.556 -1.210  0.362
54 H 2.769 5.814 -1.144  0.133
55 H 4.142 7.070 0.276  0.297
56 C -3.870 -0.261 1.411  -0.733
57 O -2.549 0.273 1.222  -0.223
58 H -3.791 -1.339 1.469  0.265
59 H -4.309 0.109 2.339  0.263
60 H -4.515 0.008 0.572  0.338
61 H -2.622 1.232 1.173  0.112
62 C -0.663 0.777 3.968  -0.447
63 O -0.507 -0.420 3.228  -0.541
64 H -0.012 0.710 4.837  0.317
65 H -0.372 1.658 3.384  0.148
66 H -1.693 0.907 4.314  0.183
67 H -1.088 -0.357 2.459  0.302
68 C -6.491 -2.494 3.295  -0.357
69 O -5.426 -2.854 2.411  -0.486
70 H -6.116 -1.716 3.954  -0.034
71 H -7.350 -2.103 2.746  0.301
72 H -6.808 -3.343 3.903  0.312
73 H -5.750 -3.546 1.829  0.275
74 C -0.670 1.491 -3.712  -0.392
75 O -0.226 0.379 -4.504  -0.457
76 H -0.026 1.560 -2.839  -0.210
77 H -0.600 2.423 -4.273  0.446
78 H -1.700 1.340 -3.385  0.356
79 H -0.792 0.354 -5.281  0.240
80 C -7.082 -0.457 6.767  -0.481
81 O -8.178 -0.927 5.983  -0.502
82 H -6.169 -0.825 6.310  0.181
83 H -7.054 0.637 6.788  0.305
84 H -7.130 -0.840 7.786  0.208
85 H -8.989 -0.611 6.389  0.280
86 C -3.983 4.408 2.135  -0.739
87 O -3.294 3.161 2.219  -0.333
88 H -4.460 4.444 1.159  0.253
89 H -4.753 4.493 2.905  0.312
90 H -3.295 5.253 2.220  0.299
91 H -2.870 3.116 3.080  0.217
92 C -4.926 -0.410 9.868  -0.567
93 O -4.857 -1.461 8.910  -0.483
94 H -5.972 -0.294 10.140  0.219
95 H -4.356 -0.648 10.770  0.298
96 H -4.564 0.536 9.457  0.269
97 H -3.936 -1.577 8.665  0.282

***

No. 3
ORCA calculation (the ωB97M-V functional and the def2-TZVPD basis) on a structure of composition C14H15NTl.

The lowest unoccupied orbital energy (spin up / spin down) comes out at 0.105 / 0.105 Ha. As for the total charge: -1. The frontier orbital gap (spin up / spin down) is 0.2326 / 0.2326 hartree.

Each line ends with the Mulliken charge.
Atoms and positions in Å:
1 C 0.033 -1.589 -2.110  -0.449
2 C -1.291 -1.676 -1.587  -0.562
3 C -1.218 -2.274 -0.292  -0.576
4 C 0.158 -2.563 -0.017  -0.582
5 C 0.930 -2.140 -1.146  -0.624
6 Tl -0.002 0.180 0.339  0.969
7 C -0.874 1.938 -1.122  -1.191
8 C 0.482 2.160 -1.620  0.855
9 C 0.790 2.750 -2.832  -1.167
10 N 1.491 1.667 -0.706  -0.554
11 H -2.065 -2.533 0.344  0.416
12 H -2.203 -1.392 -2.112  0.398
13 H 0.539 -3.084 0.862  0.418
14 H 2.005 -2.272 -1.276  0.373
15 H 0.307 -1.215 -3.098  0.375
16 H -1.613 1.527 -1.809  0.317
17 H 2.419 1.605 -1.132  0.069
18 H -1.224 2.604 -0.327  0.285
19 H -0.031 3.064 -3.471  0.280
20 H 1.824 2.892 -3.129  0.263
21 C -0.701 1.237 5.132  -0.450
22 C -1.112 -0.016 4.660  -0.417
23 C -0.927 -0.359 3.300  -0.381
24 C -0.328 0.582 2.480  0.167
25 C 0.098 1.827 2.909  -0.543
26 C -0.103 2.162 4.266  -0.430
27 H -0.848 1.498 6.183  0.323
28 H -1.577 -0.729 5.346  0.335
29 H -1.248 -1.330 2.918  0.331
30 H 0.575 2.533 2.226  0.411
31 H 0.209 3.140 4.638  0.341

***

no.,F_max (Eh/bohr)
1,0.034
2,0.015
3,0.059